{
  "formula": "C26H49N7O2",
  "method": "ωB97M-V/def2-TZVPD",
  "symbols": ["C", "N", "C", "C", "O", "H", "H", "H", "H", "H", "H", "H", "C", "N", "C", "C", "O", "H", "H", "H", "H", "H", "H", "H", "C", "C", "C", "C", "N", "H", "H", "H", "H", "H", "H", "H", "C", "C", "C", "C", "N", "H", "H", "H", "H", "H", "H", "H", "C", "C", "C", "C", "N", "H", "H", "H", "H", "H", "H", "H", "C", "C", "C", "C", "N", "H", "H", "H", "H", "H", "H", "H", "C", "C", "C", "C", "N", "H", "H", "H", "H", "H", "H", "H"],
  "positions_angstrom": [[-0.06, -3.59, 1.86], [-1.20, -2.74, 1.79], [-2.46, -3.30, 1.28], [-1.05, -1.42, 2.07], [0.00, -0.90, 2.42], [0.86, -2.98, 1.88], [-0.01, -4.30, 1.05], [-0.12, -4.26, 2.71], [-2.23, -3.80, 0.36], [-2.87, -4.01, 2.03], [-3.15, -2.46, 1.15], [-2.06, -0.90, 2.05], [3.01, 4.28, -1.10], [1.67, 4.02, -1.47], [1.06, 4.80, -2.59], [0.87, 3.52, -0.53], [-0.33, 3.49, -0.55], [3.65, 3.74, -1.79], [3.14, 3.90, -0.12], [3.23, 5.33, -1.28], [-0.01, 4.59, -2.59], [1.36, 5.84, -2.45], [1.45, 4.47, -3.53], [1.35, 3.03, 0.37], [5.41, -0.61, 0.57], [4.05, -1.08, 1.05], [3.75, -0.37, 2.43], [3.50, 0.99, 2.16], [3.59, 2.08, 1.74], [5.71, -1.14, -0.33], [6.18, -0.90, 1.28], [5.38, 0.50, 0.40], [4.05, -2.11, 1.20], [3.23, -0.78, 0.40], [4.58, -0.53, 3.09], [2.86, -0.74, 2.91], [3.26, -3.69, -2.07], [2.58, -5.08, -1.87], [1.57, -5.44, -2.94], [2.23, -5.84, -4.22], [2.76, -5.97, -5.26], [2.43, -2.96, -2.22], [3.74, -3.73, -3.04], [3.97, -3.46, -1.31], [2.03, -5.15, -0.87], [3.35, -5.84, -1.78], [0.87, -4.63, -3.02], [1.04, -6.29, -2.59], [-1.68, 4.00, 3.93], [-2.11, 2.53, 4.15], [-3.47, 2.29, 3.47], [-3.91, 0.92, 3.45], [-4.33, -0.14, 3.37], [-1.32, 4.07, 2.92], [-0.82, 4.15, 4.54], [-2.55, 4.66, 3.97], [-2.12, 2.30, 5.24], [-1.31, 1.87, 3.75], [-3.39, 2.66, 2.44], [-4.28, 2.89, 3.96], [-4.46, 2.93, -0.84], [-4.91, 1.90, 0.18], [-5.49, 0.71, -0.46], [-4.53, 0.12, -1.51], [-3.86, 0.09, -2.43], [-3.51, 2.71, -1.23], [-4.37, 3.93, -0.48], [-5.18, 2.97, -1.74], [-5.64, 2.35, 0.87], [-3.95, 1.62, 0.80], [-6.39, 0.98, -1.06], [-5.76, -0.01, 0.26], [1.18, -0.12, -3.09], [-0.15, 0.27, -2.33], [-0.58, -0.65, -1.21], [-0.59, -2.09, -1.63], [-0.62, -3.22, -1.82], [1.00, -1.09, -3.53], [2.09, -0.12, -2.47], [1.28, 0.53, -4.04], [-0.93, 0.19, -3.03], [-0.09, 1.30, -1.93], [-1.56, -0.39, -0.83], [0.08, -0.70, -0.37]],
  "smiles": "CN(C)C=O.CN(C)C=O.CCCC#N.CCCC#N.CCCC#N.CCCC#N.CCCC#N",
  "total_energy_ev": -42280.1181,
  "gap_ev": 9.98,
  "homo_energy_ev": -9.36,
  "fmax_ev_per_a": 4.5
}